No. 1
The following is a quantum chemistry calculation of a 10-piece molecular cluster, C16H55N4O16 overall in a non-equilibrium geometry, from OMol25.

## Properties
* LUMO: -2.479 eV
* frontier orbital gap: 0.331 hartree
* HOMO energy: -11.50 eV
* net charge: +1

```
91
Properties=species:S:1:pos:R:3:forces:R:3:lowdin_charge:R:1
N -1.8847 -0.9720 2.7455 -0.646 -0.244 -0.222 0.333
H -1.8888 -0.7367 1.7633 0.614 0.342 -0.805 0.074
H -1.7294 -0.1307 3.2823 -0.401 0.957 0.430 0.086
H -1.1078 -1.5941 2.9179 0.713 -0.971 -0.128 0.085
H -2.7798 -1.4221 2.8730 -0.133 -0.166 0.824 0.149
N 0.8116 -0.9637 -3.8601 0.774 -0.347 -0.965 0.335
H 1.0477 -0.3022 -3.1344 -0.574 1.097 0.886 0.080
H 0.6705 -0.4731 -4.7316 -0.462 1.282 -0.586 0.097
H 0.0259 -1.5779 -3.7002 0.167 -0.410 0.492 0.152
H 1.7034 -1.3818 -4.0837 0.185 -1.267 0.305 0.154
N -0.1656 -0.2298 0.1045 1.248 3.857 0.836 -0.552
O 0.7407 -0.2154 -0.6892 2.149 -0.019 -2.351 0.009
O -0.3239 0.7997 0.8168 -0.709 -0.439 0.409 -0.039
O -0.8965 -1.1567 0.1783 -3.017 -3.149 0.497 0.011
C 1.9180 2.0916 -5.2690 -0.911 0.602 0.312 -0.200
C 1.1489 2.5368 -4.0622 -1.640 0.092 0.709 -0.208
O 1.2911 1.6292 -2.9521 0.995 -0.209 -0.606 -0.108
O 1.1933 1.0516 -5.9188 0.730 -1.789 -0.010 -0.088
H 2.8905 1.7571 -4.9078 0.020 -0.440 -0.539 0.135
H 2.0365 2.9194 -5.9681 0.199 0.072 0.111 0.130
H 0.0810 2.4405 -4.2582 -0.267 0.431 -0.731 0.112
H 1.2870 3.5959 -3.8448 0.605 -0.139 0.557 0.134
H 0.9666 2.0247 -2.1398 0.244 0.407 0.332 0.044
H 0.3407 1.2959 -6.2862 0.115 0.755 0.057 0.104
C 3.4959 -0.8884 0.6936 1.654 -0.118 1.699 -0.274
C 4.6719 -1.6545 1.3170 0.722 0.983 -0.922 -0.218
O 5.6743 -0.7581 1.8278 -0.531 0.047 0.015 -0.068
O 2.7106 -1.8596 0.0784 -0.520 -0.187 -0.159 -0.072
H 3.8266 -0.1285 -0.0144 0.251 0.041 -0.023 0.119
H 3.0248 -0.3946 1.5435 -0.634 0.264 -0.105 0.113
H 5.1406 -2.1487 0.4660 -0.001 -0.699 0.247 0.117
H 4.2991 -2.3440 2.0744 0.072 -0.101 -0.115 0.117
H 5.9229 -0.9825 2.7275 -0.137 -0.119 -0.057 0.079
H 1.9815 -1.3109 -0.2198 -0.674 -0.415 -0.543 0.009
C 2.9899 2.8341 -0.0312 -0.286 0.847 0.301 -0.191
C 3.4097 3.5353 1.3449 0.664 -0.191 -1.916 -0.216
O 2.2961 4.1553 1.9095 -0.225 0.473 0.334 -0.081
O 2.0538 3.6557 -0.7404 -0.003 0.235 -0.021 -0.101
H 2.4399 1.9083 0.1371 0.506 -0.370 0.418 0.076
H 3.7803 2.7000 -0.7698 0.465 -0.306 0.572 0.116
H 4.1056 4.3650 1.2202 0.267 -0.205 -0.651 0.118
H 3.9323 2.8122 1.9710 -0.349 -0.189 0.245 0.115
H 1.8823 3.4830 2.4557 -0.493 -0.272 -0.072 0.032
H 1.6594 4.1777 -0.0379 -0.445 0.392 0.200 0.063
C -3.7045 -4.2939 -0.3060 1.192 -0.774 -0.950 -0.217
C -2.1790 -4.5412 -0.2380 -1.494 -1.859 2.413 -0.191
O -1.6181 -3.7598 0.8026 0.466 1.705 -1.372 -0.106
O -3.9681 -3.0336 -0.9221 -0.101 -0.350 0.476 -0.060
H -4.2136 -4.3849 0.6535 0.444 0.152 0.266 0.126
H -4.0792 -5.1432 -0.8774 -0.420 0.285 -0.552 0.116
H -1.6534 -4.5105 -1.1924 -0.079 0.339 0.040 0.131
H -2.0028 -5.4865 0.2752 -0.464 -0.949 -1.127 0.126
H -1.5050 -2.9444 0.3086 0.575 0.994 0.809 0.042
H -4.2974 -2.4957 -0.1983 -0.128 0.424 -0.308 0.080
C -0.5023 2.3562 4.3575 0.950 0.451 -0.996 -0.165
C 0.9114 1.7524 3.9456 -1.918 -0.444 2.178 -0.218
O 1.3632 1.8728 2.6535 -0.090 0.712 -0.040 -0.065
O -1.5800 1.6999 3.6667 0.356 -0.490 0.196 -0.098
H -0.5757 3.4195 4.1294 0.330 0.122 -0.217 0.121
H -0.6200 2.3115 5.4402 0.021 -0.520 0.054 0.117
H 0.8339 0.6841 4.1476 0.010 -0.303 0.488 0.114
H 1.6034 2.1804 4.6709 0.294 0.031 -0.247 0.131
H 0.6233 1.6127 2.0999 -0.077 -0.294 -0.929 0.051
H -2.2495 2.3323 3.3957 0.066 0.083 0.067 0.099
C 0.1473 -4.6232 3.4579 2.747 1.053 1.505 -0.279
C 1.1085 -3.3603 3.5524 -1.201 -0.504 -1.430 -0.136
O 0.7286 -2.3438 2.5432 0.210 -1.055 1.081 -0.122
O -1.1220 -4.1946 3.3828 -2.451 0.475 -0.106 -0.061
H 0.2760 -5.1187 4.4202 0.196 -0.449 -0.064 0.121
H 0.4027 -5.3042 2.6461 0.322 -0.007 -0.124 0.125
H 2.1115 -3.7303 3.3400 0.298 0.489 0.434 0.110
H 0.9503 -2.8464 4.5005 0.401 -0.290 0.031 0.117
H 0.8352 -2.8148 1.7135 0.100 0.282 -0.572 0.065
H -1.2577 -4.0634 2.4416 -0.761 0.273 -0.394 0.020
C -1.8328 2.8720 -1.4623 1.627 0.277 -3.113 -0.071
C -2.9269 1.8316 -1.4928 0.129 1.047 2.336 -0.366
C -2.6609 0.5810 -2.3565 -0.341 0.886 -0.101 -0.177
O -3.1728 0.7499 -3.6646 -0.569 0.186 -0.322 -0.208
C -4.5897 0.7850 -3.9743 1.148 -0.191 -0.379 -0.065
N -3.1113 1.5680 -0.0246 -0.695 -1.220 -0.620 0.030
H -1.7674 3.3207 -2.4536 -0.298 0.495 -0.388 0.078
H -0.8500 2.4018 -1.4968 0.129 -0.187 1.027 0.050
H -1.8472 3.7253 -0.7843 -0.396 -0.511 0.352 0.095
H -3.8120 2.4014 -1.7755 -0.363 -0.725 -0.533 0.131
H -2.9384 -0.3388 -1.8417 -0.726 -0.072 0.023 0.110
H -1.6033 0.4395 -2.5794 0.384 0.356 0.389 0.100
H -4.5722 1.1227 -5.0105 -0.203 -0.336 -0.085 0.087
H -5.2188 1.5212 -3.4739 0.327 -0.093 0.684 0.080
H -4.9820 -0.2294 -3.9018 -0.292 0.119 0.077 0.087
H -3.3830 2.4695 0.3408 -0.116 -0.006 0.324 0.060
H -2.1730 1.4069 0.3127 0.161 -0.022 0.460 0.007
```
Positions in Å, forces in eV/Å.

---

No. 2
The following is a quantum chemistry calculation of one molecule with the formula C4H7NO in a non-equilibrium geometry, from OMol25.

## Properties
* energy relative to the best compared isomer or geometry (same formula, charge and spin): 203.33 kJ/mol
* LUMO: 0.783 eV
* frontier orbital gap: 0.350 hartree
* HOMO energy: -8.73 eV
* SMILES: N[C@@H]1C=C(O)C1

```
13
Properties=species:S:1:pos:R:3:forces:R:3:lowdin_charge:R:1
N 0.1112 2.0178 0.1171 0.138 0.298 0.111 0.030
C -0.3932 0.7755 -0.3835 0.459 -0.891 -0.312 -0.376
C -1.0751 -0.1141 0.6197 0.103 -0.173 0.180 0.004
C -0.2558 -1.1464 0.4043 -0.124 0.011 -0.087 -0.357
O -0.2312 -2.4189 0.8609 -0.012 0.112 0.035 0.070
C 0.6152 -0.4750 -0.6098 -0.272 0.618 -0.053 -0.060
H 0.7056 2.4843 -0.5580 -0.011 0.002 0.095 0.069
H 0.6230 1.8860 0.9818 0.029 0.021 -0.059 0.074
H -0.9684 0.9742 -1.2909 -0.031 -0.052 0.025 0.131
H -1.9010 0.0670 1.2784 -0.299 -0.017 0.132 0.100
H 0.5147 -2.8882 0.4703 -0.059 0.107 0.030 0.109
H 1.6297 -0.2467 -0.2831 0.060 -0.012 -0.006 0.104
H 0.6255 -0.9155 -1.6072 0.018 -0.025 -0.089 0.101
```
Positions in Å, forces in eV/Å.

---

No. 3
The following is a quantum chemistry calculation of a 2-piece molecular cluster, C6H12N overall, from OMol25.

## Properties
* energy relative to the best compared isomer or geometry (same formula, charge and spin): 46.81 kJ/mol
* LUMO (spin up / spin down): -9.457 / -12.160 eV
* spin multiplicity: 2
* frontier orbital gap (spin up / spin down): 0.362 / 0.327 hartree
* <S²>: 0.79
* HOMO energy (spin up / spin down): -19.32 / -21.07 eV
* net charge: +2

```
19
Properties=species:S:1:pos:R:3:forces:R:3:lowdin_charge:R:1
C 1.6067 -0.9653 1.0189 -0.153 -0.395 -0.132 0.016
C -0.3245 -0.7873 2.5178 0.156 -0.106 0.205 0.219
N 0.2867 -0.4780 1.4468 -0.071 0.017 -0.072 0.002
H 2.2406 -0.1225 0.7552 0.031 0.056 0.226 0.111
H 1.4689 -1.5874 0.1339 0.010 -0.033 0.035 0.107
H 2.0400 -1.5741 1.8070 0.097 0.124 0.039 0.117
H 0.1241 -1.5032 3.1999 0.065 0.101 0.052 0.142
H -1.2819 -0.3409 2.7610 -0.054 -0.037 -0.132 0.138
H -0.1779 0.1396 0.7792 0.094 0.002 0.480 0.112
C -1.7801 -0.7001 -1.5894 0.049 -0.163 -0.518 0.242
C -1.2624 0.5683 -1.3991 -0.171 0.402 -0.261 -0.077
C 0.1172 0.8370 -1.4434 -0.054 -0.151 -0.340 -0.108
C 0.5758 2.1172 -1.2120 -0.072 0.722 -0.430 0.242
H -1.1238 -1.5419 -1.7897 0.002 -0.015 0.113 0.112
H -2.8461 -0.8888 -1.6438 -0.019 0.081 0.141 0.116
H -1.9346 1.4148 -1.2856 -0.083 -0.100 0.204 0.143
H 0.7869 0.0332 -1.7354 0.162 0.064 0.198 0.134
H 1.6101 2.4425 -1.2451 0.124 -0.411 0.005 0.116
H -0.1257 2.9370 -1.0761 -0.113 -0.157 0.189 0.117
```
Positions in Å, forces in eV/Å.

---

No. 4
The following is a quantum chemistry calculation of a 2-piece molecular cluster, CH4FPS2 overall in a non-equilibrium geometry, from OMol25.

## Properties
* energy relative to the best compared isomer or geometry (same formula, charge and spin): 397.43 kJ/mol
* LUMO (spin up / spin down): -2.514 / -2.540 eV
* frontier orbital gap (spin up / spin down): 0.260 / 0.245 hartree
* HOMO energy (spin up / spin down): -9.60 / -9.20 eV

```
9
Properties=species:S:1:pos:R:3:forces:R:3:lowdin_charge:R:1
C -1.1148 0.4581 0.5367 0.472 -0.931 1.902 -0.279
F 1.1623 2.3864 -0.7469 -0.614 -2.083 0.619 -0.632
P 0.4974 -0.3129 0.1200 0.253 0.507 0.047 0.168
S 1.7288 -1.0902 1.3577 -0.537 0.776 -0.452 0.279
S 0.3366 -1.4045 -1.6746 0.862 0.710 1.045 0.461
H -1.1940 0.8669 1.6210 0.374 -1.002 -1.963 0.108
H -1.1098 1.2466 -0.1444 -0.234 1.737 -1.121 -0.004
H -1.8894 -0.2720 0.2543 0.197 0.198 0.396 0.051
H 1.5829 -1.8784 -1.3238 -0.774 0.087 -0.473 -0.151
```
Positions in Å, forces in eV/Å.

---

No. 5
The following is a quantum chemistry calculation of one molecule with the formula C2H4N2S in a non-equilibrium geometry, from OMol25.

## Properties
* energy relative to the best compared isomer or geometry (same formula, charge and spin): 86.29 kJ/mol
* LUMO: 0.544 eV
* frontier orbital gap: 0.373 hartree
* HOMO energy: -9.62 eV
* SMILES: CSNC#N

```
9
Properties=species:S:1:pos:R:3:forces:R:3:lowdin_charge:R:1
C 1.4652 -0.1397 0.4432 -0.422 0.223 -0.098 -0.387
S 0.2600 1.2034 0.2409 0.202 -0.262 0.074 0.816
N -0.8579 0.3772 -0.7326 -2.995 -1.531 0.989 -0.385
C -2.0182 -0.2561 -0.1361 3.757 2.169 -1.708 -0.333
N -2.8819 -0.8019 0.3714 -0.926 -0.566 0.455 0.123
H 2.3656 0.3040 0.8525 0.153 0.039 0.099 0.028
H 1.6707 -0.5825 -0.5274 0.071 0.028 -0.005 0.034
H 1.0634 -0.8834 1.1252 0.085 -0.060 0.039 0.031
H -1.0669 0.7790 -1.6372 0.075 -0.040 0.156 0.074
```
Positions in Å, forces in eV/Å.

---

No. 6
The following is a quantum chemistry calculation of H26NeO13 as an isolated structure in a non-equilibrium geometry, from OMol25.

## Properties
* energy relative to the best compared isomer or geometry (same formula, charge and spin): 84.06 kJ/mol
* LUMO: -0.498 eV
* frontier orbital gap: 0.342 hartree
* HOMO energy: -9.80 eV

```
40
Properties=species:S:1:pos:R:3:forces:R:3:lowdin_charge:R:1
Ne 0.2546 0.2360 0.3763 -0.055 -0.033 -0.042 0.053
O -0.7858 -2.7670 2.5148 0.005 0.546 0.339 -0.046
H -1.1271 -3.4117 3.1347 -0.052 -0.079 0.207 0.044
H -0.8828 -3.1831 1.6582 0.114 -0.399 -0.673 -0.008
O -1.7058 2.8272 -0.8119 0.247 0.017 -0.039 -0.024
H -1.7386 2.2233 -0.0699 0.191 -0.149 0.192 0.024
H -2.4625 3.4003 -0.6885 -0.215 0.254 -0.123 0.063
O 1.6215 2.0258 2.4943 0.042 0.194 0.414 -0.027
H 0.8192 1.5205 2.6255 -0.295 -0.686 0.179 0.005
H 1.3765 2.9255 2.7105 0.050 0.350 0.244 0.062
O 2.3442 2.5601 0.0285 -0.261 1.150 -0.916 -0.088
H 2.0050 2.4491 0.9167 0.019 -0.258 0.267 -0.055
H 2.6227 1.6825 -0.2334 0.419 -0.517 -0.137 -0.039
O -3.9408 0.5662 0.9473 0.236 0.064 -0.148 -0.025
H -3.2848 1.0537 1.4455 0.134 0.054 0.263 0.030
H -4.7222 0.5818 1.5000 -0.321 -0.051 0.047 0.056
O 0.2992 2.5685 -3.0344 -0.162 -0.251 -0.526 -0.044
H 1.1762 2.9388 -3.1347 0.295 0.145 0.065 0.056
H 0.0896 2.6955 -2.1091 -0.142 0.131 0.525 0.009
O -2.8762 0.3521 -1.7640 0.193 -0.528 -0.355 -0.047
H -3.1702 0.6084 -0.8898 -0.365 -0.118 0.260 -0.028
H -2.2463 1.0284 -2.0132 0.110 0.325 -0.158 0.008
O -0.5570 0.0490 3.3731 0.221 0.625 0.006 -0.043
H -1.0376 -0.5655 2.8186 0.005 -0.789 -0.219 0.004
H -1.1544 0.7883 3.4859 -0.226 0.173 0.279 0.032
O 2.9619 -1.7727 1.5612 0.047 0.216 -0.015 -0.028
H 3.5699 -2.3419 1.0894 0.290 -0.184 -0.092 0.053
H 2.1847 -2.3139 1.6995 -0.435 -0.126 0.186 0.042
O 1.1231 -0.1350 -3.1595 0.435 -0.760 0.245 -0.041
H 0.6762 0.6949 -3.3257 -0.357 0.866 0.181 0.002
H 1.6948 -0.2557 -3.9177 0.154 -0.148 -0.179 0.056
O -0.3919 -4.1221 -0.0272 0.050 -0.313 0.686 -0.050
H -0.1267 -3.4898 -0.6952 -0.321 0.591 -0.730 -0.005
H -0.0005 -4.9485 -0.3102 -0.005 -0.242 0.059 0.047
O 3.2286 0.0414 -0.5790 0.303 0.173 -0.490 -0.045
H 2.9916 -0.4492 0.2080 -0.063 -0.375 0.702 -0.006
H 2.5905 -0.2363 -1.2362 -0.280 -0.013 -0.486 0.016
O -0.5157 -2.3298 -2.2072 0.173 -0.689 0.345 -0.045
H 0.2983 -1.8285 -2.2557 0.222 0.526 -0.413 0.005
H -1.2013 -1.6668 -2.1255 -0.399 0.309 0.049 0.029
```
Positions in Å, forces in eV/Å.

---

What is the formula in the first record? C16H55N4O16